1.
{
  "formula": "C58H40BrCaCl4N6",
  "method": "the ωB97M-V functional and the def2-TZVPD basis",
  "total_charge": -1,
  "spin_multiplicity": 1,
  "energy_ev": -208308.941,
  "e_above_lowest_kcal_mol": 70.3,
  "homo_ha": [-0.12726, -0.13076],
  "max_force_ev_per_a": 1.74,
  "elements": ["Ca", "Cl", "C", "C", "C", "C", "C", "C", "C", "C", "C", "C", "C", "C", "C", "C", "C", "C", "Cl", "C", "C", "C", "N", "C", "C", "C", "C", "C", "C", "Cl", "C", "C", "C", "C", "C", "C", "N", "C", "C", "C", "C", "C", "N", "C", "C", "C", "C", "Cl", "C", "C", "C", "C", "N", "H", "H", "H", "H", "H", "H", "H", "H", "H", "H", "H", "H", "H", "H", "H", "H", "H", "H", "H", "H", "H", "H", "H", "H", "C", "N", "C", "C", "C", "C", "C", "C", "C", "C", "H", "H", "H", "H", "H", "H", "H", "H", "H", "H", "H", "H", "Br", "C", "C", "C", "C", "N", "C", "H", "H", "H", "H"],
  "positions_angstrom": [[0.893, -0.432, 0.467], [-4.159, -2.259, -8.350], [-3.566, -1.540, -6.876], [-3.071, -2.353, -5.868], [-2.597, -1.783, -4.701], [-2.611, -0.391, -4.515], [-3.124, 0.401, -5.551], [-3.598, -0.164, -6.722], [-2.140, 0.176, -3.271], [-2.018, -0.510, -2.036], [-1.527, 0.468, -1.002], [-2.215, -0.053, 0.208], [-2.420, -1.366, -0.086], [-2.441, -2.424, 0.951], [-3.380, -3.526, 0.858], [-3.225, -4.732, 1.561], [-4.173, -5.736, 1.500], [-5.295, -5.569, 0.706], [-6.511, -6.814, 0.657], [-5.453, -4.421, -0.054], [-4.509, -3.416, 0.024], [-1.510, -2.218, 1.978], [-0.574, -1.228, 1.858], [-0.031, -0.985, 3.067], [0.616, 0.218, 3.378], [1.138, 0.398, 4.764], [2.468, 0.130, 5.071], [2.952, 0.323, 6.359], [2.095, 0.788, 7.340], [2.694, 1.031, 8.957], [0.765, 1.058, 7.063], [0.296, 0.861, 5.773], [0.584, 1.402, 2.570], [0.837, 2.724, 3.090], [0.502, 3.607, 2.114], [0.040, 2.841, 0.976], [0.161, 1.498, 1.281], [-0.432, 3.462, -0.198], [-0.992, 2.967, -1.404], [-1.096, 3.648, -2.647], [-1.581, 2.781, -3.618], [-1.831, 1.543, -2.989], [-1.545, 1.726, -1.655], [-0.348, 4.960, -0.192], [-1.352, 5.683, 0.451], [-1.344, 7.068, 0.457], [-0.323, 7.738, -0.198], [-0.316, 9.478, -0.226], [0.689, 7.045, -0.837], [0.672, 5.656, -0.827], [-0.501, -2.000, 4.000], [-1.415, -2.751, 3.334], [-2.404, -1.641, -1.484], [-3.060, -3.427, -5.997], [-2.222, -2.409, -3.902], [-3.170, 1.474, -5.419], [-4.001, 0.460, -7.509], [-0.467, 0.235, -0.842], [-2.184, 0.405, 1.177], [-2.327, -4.904, 2.137], [-4.042, -6.655, 2.057], [-6.313, -4.318, -0.702], [-4.628, -2.524, -0.574], [3.130, -0.231, 4.292], [3.986, 0.115, 6.599], [0.107, 1.417, 7.843], [-0.740, 1.071, 5.539], [1.199, 2.959, 4.077], [0.554, 4.681, 2.181], [-0.801, 4.669, -2.817], [-1.707, 3.006, -4.664], [-2.145, 5.144, 0.954], [-2.123, 7.625, 0.960], [1.480, 7.586, -1.338], [1.470, 5.107, -1.313], [-0.215, -2.081, 5.038], [-2.034, -3.523, 3.762], [2.474, -2.657, -1.729], [1.553, -2.667, -0.598], [0.393, -3.495, -0.920], [2.233, -3.180, 0.602], [3.335, -2.252, 1.078], [4.602, -2.768, 1.336], [5.614, -1.939, 1.801], [5.343, -0.594, 2.003], [4.071, -0.096, 1.726], [3.017, -0.891, 1.248], [2.802, -3.678, -1.984], [3.354, -2.064, -1.484], [1.987, -2.223, -2.605], [0.691, -4.526, -1.168], [-0.146, -3.077, -1.771], [-0.293, -3.528, -0.075], [2.634, -4.190, 0.412], [1.478, -3.268, 1.392], [4.810, -3.824, 1.178], [6.603, -2.337, 1.997], [6.123, 0.067, 2.370], [3.900, 0.968, 1.897], [1.550, 1.663, -5.798], [2.302, 1.339, -4.090], [3.660, 1.508, -3.882], [4.145, 1.270, -2.605], [3.265, 0.880, -1.609], [1.958, 0.707, -1.826], [1.485, 0.932, -3.051], [4.310, 1.816, -4.690], [5.199, 1.381, -2.388], [3.605, 0.685, -0.601], [0.422, 0.783, -3.213]]
}



2.
{
  "formula": "C58H41Cl4N7SSe2Tm",
  "method": "the ωB97M-V functional and the def2-TZVPD basis",
  "total_charge": 1,
  "spin_multiplicity": 3,
  "energy_ev": -292389.745,
  "homo_ha": [-0.33808, -0.33805],
  "max_force_ev_per_a": 2.30,
  "s_squared": 2.00,
  "elements": ["Tm", "Cl", "C", "C", "C", "C", "C", "C", "C", "C", "C", "C", "C", "C", "C", "C", "C", "C", "Cl", "C", "C", "C", "N", "C", "C", "C", "C", "C", "C", "Cl", "C", "C", "C", "C", "C", "C", "N", "C", "C", "C", "C", "C", "N", "C", "C", "C", "C", "Cl", "C", "C", "C", "C", "N", "H", "H", "H", "H", "H", "H", "H", "H", "H", "H", "H", "H", "H", "H", "H", "H", "H", "H", "H", "H", "H", "H", "H", "H", "N", "C", "C", "C", "C", "C", "C", "N", "C", "C", "C", "S", "C", "N", "H", "H", "H", "H", "H", "H", "H", "C", "Se", "C", "C", "Se", "C", "H", "H", "H", "H", "H", "H", "H", "H", "H", "H"],
  "positions_angstrom": [[13.172, 13.878, 14.325], [19.986, 7.904, 12.068], [18.662, 9.058, 12.104], [17.692, 8.971, 13.077], [16.758, 9.977, 13.179], [16.711, 11.028, 12.306], [17.682, 11.135, 11.296], [18.643, 10.150, 11.195], [15.674, 12.042, 12.479], [14.360, 11.729, 12.181], [14.000, 10.563, 11.435], [12.693, 10.753, 11.085], [12.286, 11.978, 11.739], [10.939, 12.393, 11.744], [10.041, 11.782, 10.736], [8.893, 11.111, 11.149], [7.967, 10.628, 10.246], [8.153, 10.873, 8.867], [7.020, 10.258, 7.683], [9.303, 11.513, 8.445], [10.257, 11.963, 9.375], [10.469, 13.525, 12.443], [11.158, 14.354, 13.230], [10.318, 15.387, 13.566], [10.689, 16.582, 14.069], [9.698, 17.660, 14.407], [9.179, 17.676, 15.693], [8.266, 18.726, 16.036], [7.890, 19.677, 15.105], [6.741, 20.858, 15.572], [8.402, 19.644, 13.820], [9.352, 18.696, 13.516], [12.065, 16.956, 14.301], [12.467, 18.325, 14.545], [13.829, 18.367, 14.420], [14.290, 17.022, 14.186], [13.160, 16.190, 14.090], [15.595, 16.748, 13.730], [16.051, 15.487, 13.406], [17.406, 15.164, 13.064], [17.451, 13.849, 12.740], [16.106, 13.343, 12.899], [15.302, 14.332, 13.340], [16.447, 17.900, 13.414], [16.164, 18.727, 12.347], [17.027, 19.755, 11.931], [18.239, 19.895, 12.592], [19.344, 21.046, 12.011], [18.637, 19.042, 13.595], [17.692, 18.117, 14.022], [8.991, 15.114, 13.048], [9.059, 13.990, 12.323], [13.284, 12.516, 12.447], [17.659, 8.101, 13.755], [16.043, 9.892, 13.949], [17.655, 11.863, 10.498], [19.439, 10.193, 10.464], [14.617, 9.755, 11.048], [12.070, 10.064, 10.496], [8.768, 10.958, 12.227], [7.063, 10.102, 10.589], [9.467, 11.766, 7.401], [11.074, 12.582, 9.053], [9.462, 16.870, 16.373], [7.904, 18.744, 17.063], [8.132, 20.416, 13.115], [9.813, 18.725, 12.545], [11.833, 19.211, 14.613], [14.486, 19.193, 14.534], [18.207, 15.866, 13.112], [18.287, 13.196, 12.536], [15.280, 18.591, 11.784], [16.842, 20.303, 11.039], [19.616, 18.992, 14.098], [18.017, 17.440, 14.824], [8.129, 15.733, 13.147], [8.296, 13.555, 11.688], [9.902, 13.282, 17.519], [10.228, 14.513, 18.078], [9.640, 15.213, 19.098], [10.230, 16.428, 19.397], [11.269, 16.946, 18.630], [11.827, 16.234, 17.608], [11.285, 15.013, 17.321], [11.617, 14.060, 16.362], [10.777, 13.054, 16.512], [10.878, 11.841, 15.748], [10.088, 10.733, 15.871], [10.675, 9.453, 14.911], [12.032, 10.447, 14.456], [11.969, 11.661, 14.893], [9.260, 12.589, 17.858], [8.739, 14.844, 19.645], [9.744, 17.064, 20.157], [11.692, 17.933, 18.841], [12.602, 16.607, 16.963], [9.228, 10.677, 16.492], [12.807, 10.095, 13.776], [16.825, 12.521, 15.868], [14.989, 11.852, 15.868], [14.438, 12.416, 17.658], [15.238, 13.574, 18.181], [15.047, 15.151, 17.054], [16.849, 15.771, 17.410], [17.356, 12.117, 16.720], [16.787, 13.585, 15.984], [17.313, 12.247, 14.952], [14.564, 11.516, 18.268], [13.390, 12.719, 17.586], [16.331, 13.433, 18.247], [14.872, 13.786, 19.165], [17.168, 15.550, 18.422], [16.840, 16.878, 17.322], [17.613, 15.433, 16.667]]
}